# 1
# C46H36Cl5NO2P2Pb

A molecular structure, C46H36Cl5NO2P2Pb in a non-equilibrium geometry (ωB97M-V with the def2-TZVPD basis set, OMol25).

Summary:
* LUMO level: -0.28 eV
* total charge: 0
* HOMO level: -6.345 eV
* orbital gap: 6.1 eV

XYZ file:
```
93
Properties=species:S:1:pos:R:3:forces:R:3
Pb 0.20049 -1.65568 3.04104 -1.9 0.4 -0.3
Cl 0.64726 -4.41819 1.75473 -0.4 -0.7 -0.1
C 2.19343 -3.73145 2.07571 1.3 -0.6 -0.9
C 2.21454 -2.43338 2.47756 1.7 1.2 0.9
C 3.43788 -1.82178 2.79339 -0.3 -2.0 -0.2
Cl 3.45135 -0.24545 3.43482 -0.1 0.7 0.2
C 4.62979 -2.56387 2.70464 -0.7 1.3 0.1
Cl 6.06088 -1.87704 3.35116 0.4 -0.2 -0.2
C 4.59662 -3.80380 2.10747 0.0 -1.7 -0.6
Cl 6.08756 -4.63289 1.70910 -0.5 0.4 0.3
C 3.37468 -4.45080 1.80360 0.0 0.7 0.5
Cl 3.31529 -6.07254 1.21367 0.1 0.4 0.0
C -0.46323 1.72897 6.09909 0.1 0.8 0.3
C -0.03210 0.36959 5.57372 1.1 0.2 -1.0
O 0.16207 0.30852 4.31125 -0.4 -0.1 2.4
C 0.18837 -0.68237 6.57115 1.3 -1.1 -0.1
C 0.57589 -0.28966 7.90351 -1.1 -1.0 -0.5
C 0.59113 -1.23817 8.89208 0.1 -0.2 -0.3
C 0.35624 -2.61939 8.64658 0.5 0.3 0.6
C 0.15008 -3.08342 7.37299 -0.2 0.5 -0.3
C 0.24931 -2.13654 6.28275 -0.8 0.8 -1.2
O 0.29678 -2.60803 5.05037 -0.2 0.3 1.4
H -1.17492 2.17497 5.36773 0.4 -0.4 0.6
H 0.41264 2.44449 6.14985 -0.7 -0.9 -0.2
H -0.89621 1.68581 7.13150 0.2 0.0 -1.1
H 0.85868 0.72442 8.16984 -0.4 0.0 -0.2
H 0.71031 -0.89632 9.89453 0.5 0.0 0.6
H 0.49466 -3.27933 9.53134 -0.6 0.3 -0.9
H -0.17218 -4.11531 7.15715 0.7 0.6 0.0
C -0.11987 0.80845 -3.53453 0.2 -0.3 0.0
N -1.41485 1.49874 -3.45081 -0.9 0.0 -0.8
C -2.18973 1.54991 -2.23892 0.0 0.3 1.6
P -1.05898 1.31697 -0.69463 -1.2 -0.9 1.4
C -2.19938 1.82952 0.62415 0.2 1.3 0.2
C -3.27189 1.00277 0.94297 0.4 -0.3 -0.5
C -4.35984 1.49686 1.58756 -0.7 1.6 1.0
C -4.32008 2.79919 2.14857 -0.2 0.0 0.1
C -3.18641 3.59422 2.01350 0.5 -0.8 -0.4
C -2.12996 3.07330 1.24810 -0.2 0.9 -0.3
C 0.13910 2.62277 -0.70212 0.1 1.3 -1.5
C 1.42967 2.43852 -0.20882 0.2 -1.0 1.1
C 2.23069 3.52434 0.04555 0.4 1.6 -0.2
C 1.80453 4.84855 -0.28206 1.3 -1.2 0.8
C 0.62563 5.00070 -0.93551 -1.3 -0.4 -1.0
C -0.17396 3.87936 -1.22266 0.2 0.6 0.2
C -2.14357 1.58548 -4.66570 0.4 -0.2 -1.4
C -1.45477 2.16079 -5.76161 -0.7 -0.3 -0.1
C -2.00162 2.26134 -7.05224 -0.4 -0.7 1.1
C -3.28723 1.71933 -7.23431 -0.1 0.2 -0.2
C -3.98181 1.11728 -6.17025 -0.2 0.1 -1.0
C -3.41468 1.02699 -4.91681 0.6 0.5 0.9
P 0.02217 -0.58274 -2.27441 0.5 -1.9 -0.9
C -0.64043 -2.02780 -3.18953 -0.7 0.0 -0.2
C -2.01725 -2.03641 -3.50177 -0.6 -0.3 0.0
C -2.63433 -3.08566 -4.20725 1.2 0.0 -0.2
C -1.81651 -4.17042 -4.57368 -0.5 -0.3 0.1
C -0.50636 -4.26230 -4.11563 -0.3 0.4 -1.0
C 0.06205 -3.18373 -3.46279 1.4 -0.4 0.1
C 1.84019 -0.89148 -2.22060 -0.5 0.3 -1.4
C 2.45490 -0.99831 -0.99166 1.0 -0.5 0.2
C 3.87264 -1.16140 -0.94781 -1.6 0.3 0.9
C 4.59171 -1.14318 -2.11591 0.9 -0.2 0.1
C 3.97129 -1.05371 -3.36109 -0.5 0.6 -0.1
C 2.59702 -0.92777 -3.42028 -0.6 -0.1 0.3
H 0.67162 1.51721 -3.26968 0.2 -0.1 -0.2
H 0.04959 0.41037 -4.57035 -0.3 0.5 1.0
H -2.98090 0.78062 -2.15294 0.4 -0.3 0.1
H -2.79334 2.48628 -2.08834 0.8 -0.4 -0.5
H -3.26197 -0.03549 0.68143 0.0 -0.4 -0.6
H -5.27526 0.92680 1.59640 -0.1 -0.2 0.5
H -5.15436 3.19887 2.72544 0.0 -0.3 -0.3
H -3.07479 4.62065 2.38690 -0.4 -0.6 0.1
H -1.29296 3.74128 1.03623 -0.2 -0.3 0.1
H 1.81015 1.43253 0.08617 -0.6 0.8 -0.3
H 3.20915 3.38767 0.49606 -0.1 0.0 -0.1
H 2.42148 5.72043 -0.05376 -0.1 -0.4 0.0
H 0.27177 5.97072 -1.26281 0.1 0.0 0.0
H -1.04309 4.02846 -1.86432 -0.1 -0.1 0.5
H -0.45211 2.47785 -5.54912 0.3 0.4 -0.1
H -1.41754 2.71648 -7.85831 -0.4 -0.2 0.3
H -3.77455 1.77616 -8.21309 0.2 0.0 0.3
H -4.99372 0.70033 -6.35452 0.8 0.3 0.2
H -3.95073 0.53449 -4.11487 -0.1 0.0 0.0
H -2.65178 -1.23091 -3.14022 0.2 0.1 -0.2
H -3.67632 -3.04220 -4.55565 0.5 0.1 0.4
H -2.18781 -4.96698 -5.22317 -0.1 0.2 0.3
H 0.13417 -5.06060 -4.48639 -0.2 -0.1 0.4
H 1.13083 -3.26862 -3.22994 -0.4 0.2 0.0
H 1.83156 -1.00207 -0.08542 0.5 0.1 -0.3
H 4.35787 -1.23301 0.03400 -0.1 0.0 -0.5
H 5.67760 -1.20016 -2.02051 -0.2 0.0 -0.3
H 4.51534 -0.93007 -4.28587 0.3 -0.4 0.0
H 2.06471 -0.86885 -4.39265 0.5 0.0 0.7
```
Forces are in eV/Å.

=====

# 2
# C17H14N4OPdSe

A molecular structure, C17H14N4OPdSe in a non-equilibrium geometry (ωB97M-V with the def2-TZVPD basis set, OMol25).

Summary:
* LUMO level: -0.49 eV
* total charge: 0
* HOMO level: -7.415 eV
* orbital gap: 6.9 eV
* energy above the lowest of the compared OMol25 structures with the same formula, charge and spin: 0.0 kcal/mol

XYZ file:
```
38
Properties=species:S:1:pos:R:3:forces:R:3
Pd -0.61434 0.06691 0.23578 0.0 -0.1 0.8
O -2.32369 -3.29944 -1.20045 0.0 -0.1 -0.1
C -1.60575 -2.40883 -0.76891 0.1 0.1 -0.2
N -1.87724 -1.10597 -0.68043 -0.2 -0.1 0.3
C -3.16555 -0.54886 -1.01401 0.0 0.0 -0.1
C -3.34379 0.77364 -0.30295 0.1 -0.2 0.2
C -4.52620 1.49492 -0.37178 0.0 -0.1 0.0
C -4.64254 2.67764 0.33325 0.0 0.0 0.0
C -3.57519 3.11866 1.10165 0.0 0.0 0.1
C -2.41750 2.37028 1.11430 0.0 0.0 -0.1
N -2.30267 1.23279 0.42089 0.0 0.3 -0.7
C -0.20094 -2.69857 -0.25026 -0.3 0.0 0.2
C 0.44732 -3.88453 -0.52103 -0.1 -0.1 0.1
C 1.68710 -4.10902 0.05930 0.0 0.0 0.0
C 2.21828 -3.15909 0.91691 0.0 0.0 0.1
C 1.51765 -1.98475 1.12973 0.0 0.0 0.0
N 0.34585 -1.75142 0.53836 0.5 0.2 -0.9
H -3.97268 -1.24514 -0.76728 0.0 0.1 0.1
H -3.24346 -0.35507 -2.09153 0.0 -0.1 0.0
H -5.34345 1.11416 -0.96929 0.0 0.0 0.0
H -5.56084 3.24829 0.29189 0.0 0.0 0.0
H -3.62997 4.03150 1.67656 0.0 0.0 0.0
H -1.54579 2.67285 1.67858 0.0 0.1 0.0
H -0.04095 -4.60292 -1.16442 0.0 0.0 0.0
H 2.22772 -5.02450 -0.14218 0.0 0.0 0.0
H 3.16678 -3.31207 1.41143 0.0 0.0 0.0
H 1.88624 -1.20076 1.77779 0.1 0.1 -0.1
Se 0.89906 1.83807 0.97787 0.0 0.0 0.3
C 2.62281 1.64648 0.20464 0.1 0.1 0.0
C 3.54194 2.67530 0.42252 0.0 -0.1 0.1
C 4.81302 2.57784 -0.11360 0.0 0.0 0.0
N 5.24179 1.55042 -0.84765 0.0 0.0 0.0
C 4.35750 0.58304 -1.06541 0.0 0.0 0.0
C 3.05949 0.58217 -0.57638 0.0 0.0 -0.1
H 3.26955 3.54196 1.01051 0.0 0.0 0.0
H 5.52876 3.37526 0.05776 0.0 0.0 0.0
H 4.69851 -0.24763 -1.67640 0.0 0.0 0.0
H 2.40314 -0.23358 -0.83577 -0.1 -0.1 0.0
```
Forces are in eV/Å.

=====

# 3
# CH8N5O

2 unconnected molecules or ions with the total composition CH8N5O in a non-equilibrium geometry (ωB97M-V with the def2-TZVPD basis set, OMol25).

Summary:
* LUMO level: -3.31 eV
* total charge: +1
* HOMO level: -12.229 eV
* orbital gap: 8.9 eV
* energy above the lowest of the compared OMol25 structures with the same formula, charge and spin: 36.7 kcal/mol

XYZ file:
```
15
Properties=species:S:1:pos:R:3:forces:R:3
C -1.03061 1.80935 0.41655 -1.1 -0.9 -0.1
N -2.17661 2.30683 -0.11171 2.6 -1.3 -3.9
N -0.26551 0.91612 -0.15696 0.1 0.5 1.5
N 1.57214 -0.69970 1.17435 0.2 1.3 1.2
N 0.93416 -1.61397 -0.83761 0.1 2.1 2.4
N 1.42440 -1.68617 0.36541 0.8 -1.5 -1.0
O 0.94733 -2.81487 -1.40896 0.2 -1.9 -0.3
H -2.21962 2.28784 -1.22002 -0.1 -0.1 3.3
H -0.46442 0.46531 -1.03604 0.1 0.0 -0.2
H 0.42777 0.44473 0.54159 -0.2 0.3 -1.4
H 2.16897 -0.87611 2.05578 -1.4 -0.4 -2.3
H -0.67951 1.93659 1.45082 -0.9 0.8 -0.3
H -2.84408 2.90370 0.29066 -0.4 0.9 1.1
H 1.83626 -2.58732 0.66752 -0.4 -0.1 -0.6
H 0.36933 -2.79232 -2.19139 0.2 0.3 0.4
```
Forces are in eV/Å.

=====

# 4
# C3H8IN

3 unconnected molecules or ions with the total composition C3H8IN in a non-equilibrium geometry (ωB97M-V with the def2-TZVPD basis set, OMol25).

Summary:
* LUMO level: -0.25 eV
* total charge: 0
* HOMO level: -7.587 eV
* orbital gap: 7.3 eV
* energy above the lowest of the compared OMol25 structures with the same formula, charge and spin: 93.5 kcal/mol

XYZ file:
```
13
Properties=species:S:1:pos:R:3:forces:R:3
C -2.34313 -0.87891 -0.28340 4.7 -1.6 -4.0
C 1.63563 1.02380 -0.91511 -0.3 -1.6 -1.2
C 0.79898 0.05006 -1.29737 -2.3 -1.6 1.2
N -0.60376 0.24690 -0.98703 -0.6 -3.6 -2.6
I 1.05854 -0.60066 4.36192 -0.4 -0.2 0.1
H -1.91439 -1.71890 0.22107 -0.1 0.1 1.1
H -2.53282 0.05597 0.04159 -1.4 2.3 1.6
H -2.59979 -1.17324 -1.30693 -0.5 0.5 0.5
H 1.11909 1.84594 -0.54112 -0.3 1.6 1.0
H 2.47291 0.03217 4.03607 0.4 0.2 -0.1
H 2.65376 1.11359 -1.18040 0.8 -0.1 -0.3
H 0.98040 -0.95961 -1.77629 0.2 1.6 0.5
H -0.72545 0.96288 -0.37302 -0.2 2.4 2.1
```
Forces are in eV/Å.